[1]
Molecular formula: C19H17N7O6S
Method: DFT, wB97M-V/def2-TZVPD

Geometry as XYZ:
```
50
C19H17N7O6S, DFT wB97M-V/def2-TZVPD
C -3.57541 0.31147 0.96920
C -2.91340 -0.79459 0.17400
C -3.87057 -2.00386 0.17303
C -1.55080 -1.16381 0.71851
C -0.98701 -2.49702 0.19404
C 0.35294 -2.74124 0.82742
N 1.19652 -1.60202 0.44366
C 2.61458 -1.61469 0.53787
C 3.18058 -0.40676 0.13135
C 4.57795 -0.27204 0.20293
C 5.33830 -1.37318 0.67011
C 4.72644 -2.57890 1.05802
C 3.32250 -2.68415 0.99280
S 1.93730 0.68366 -0.39126
C 0.75535 -0.40452 0.10778
N -0.48284 -0.05502 0.34900
H -3.55449 0.10901 2.03850
H -3.09518 1.26493 0.79967
H -4.61522 0.42296 0.66652
H -2.75244 -0.48872 -0.87746
H -3.96268 -2.44399 1.19447
H -4.89328 -1.69093 -0.14820
H -3.53650 -2.79924 -0.53298
H -1.59940 -1.20658 1.83466
H -1.65217 -3.33234 0.45381
H -0.97748 -2.41713 -0.90562
H 0.28162 -2.80022 1.91945
H 0.78041 -3.64746 0.45865
H 5.02780 0.67037 -0.11195
H 6.41295 -1.26156 0.71411
H 5.33128 -3.38944 1.38941
H 2.84263 -3.62467 1.30139
O 0.77159 6.12921 -1.59932
N 0.55147 4.94882 -1.86983
C 0.41440 3.75054 -1.26320
C 0.08370 2.76582 -2.28054
N 0.18751 3.35634 -3.48777
O 0.35769 4.65359 -3.28807
C -0.40117 1.43224 -1.89640
N -0.53139 0.32162 -2.82051
O 0.00607 0.25299 -3.92658
O -1.15779 -0.68583 -2.35816
C -0.81634 1.09322 -0.47809
C -0.48013 2.25473 0.42046
N -0.65987 2.21157 1.79404
O -1.02530 1.40146 2.65641
O -0.33822 3.51114 2.25542
N 0.11502 4.26361 1.25810
C 0.08246 3.46370 0.11963
H -1.81997 0.70689 -0.58848
```

Results
Kohn-Sham gap in hartree: 0.261
Highest occupied orbital energy in eV: -7.665
Max |F| in eV/A: 4.00

natural (NBO) population analysis, charges in e, atoms 1 to 4: atom 1 (C): -0.603, atom 2 (C): -0.283, atom 3 (C): -0.600, atom 4 (C): 0.013

[2]
Molecular formula: C18H11CdCl2N2S
Method: DFT, wB97M-V/def2-TZVPD

Geometry as XYZ:
```
35
C18H11CdCl2N2S, DFT wB97M-V/def2-TZVPD
Cd 0.52742 0.54651 -0.18097
Cl -1.48939 1.56044 1.27790
C -1.68868 3.08981 0.42356
C -2.60256 3.94854 1.01151
C -2.84774 5.17684 0.43023
C -2.17665 5.52633 -0.72845
C -1.26984 4.65119 -1.29761
Cl -0.47350 5.15468 -2.74679
C -0.98462 3.38890 -0.74505
S 0.17831 2.38479 -1.61577
H -3.11386 3.64809 1.91500
H -3.55884 5.85699 0.87688
H -2.34945 6.48069 -1.20522
C 3.81017 1.27869 2.96677
C 2.74941 1.45395 2.07074
N 2.19577 0.44699 1.42473
C 2.66293 -0.80468 1.62066
C 3.71863 -1.07606 2.49477
C 4.29254 0.01374 3.17663
C 4.17544 -2.42590 2.66984
C 3.59428 -3.44189 2.00215
C 2.50554 -3.19862 1.09773
C 1.87023 -4.23353 0.38832
C 0.83345 -3.94518 -0.45983
C 0.43529 -2.61443 -0.60228
N 1.01894 -1.62351 0.05143
C 2.04140 -1.89432 0.89956
H 4.22969 2.13577 3.47291
H 2.34529 2.43966 1.87357
H 5.11274 -0.16083 3.86160
H 4.99598 -2.60843 3.35137
H 3.93607 -4.45997 2.13461
H 2.20901 -5.25341 0.52103
H 0.32517 -4.71802 -1.01738
H -0.37536 -2.35027 -1.26936
```

Results
Kohn-Sham gap in hartree: 0.253
Highest occupied orbital energy in eV: -10.817
Max |F| in eV/A: 0.22
Total charge: +1

natural (NBO) population analysis, charges in e, atoms 1 to 4: atom 1 (Cd): 1.465, atom 2 (Cl): -0.045, atom 3 (C): -0.056, atom 4 (C): -0.215

Please write out number 1 again, unchanged.
Molecular formula: C19H17N7O6S
Method: DFT, wB97M-V/def2-TZVPD

Geometry as XYZ:
```
50
C19H17N7O6S, DFT wB97M-V/def2-TZVPD
C -3.57541 0.31147 0.96920
C -2.91340 -0.79459 0.17400
C -3.87057 -2.00386 0.17303
C -1.55080 -1.16381 0.71851
C -0.98701 -2.49702 0.19404
C 0.35294 -2.74124 0.82742
N 1.19652 -1.60202 0.44366
C 2.61458 -1.61469 0.53787
C 3.18058 -0.40676 0.13135
C 4.57795 -0.27204 0.20293
C 5.33830 -1.37318 0.67011
C 4.72644 -2.57890 1.05802
C 3.32250 -2.68415 0.99280
S 1.93730 0.68366 -0.39126
C 0.75535 -0.40452 0.10778
N -0.48284 -0.05502 0.34900
H -3.55449 0.10901 2.03850
H -3.09518 1.26493 0.79967
H -4.61522 0.42296 0.66652
H -2.75244 -0.48872 -0.87746
H -3.96268 -2.44399 1.19447
H -4.89328 -1.69093 -0.14820
H -3.53650 -2.79924 -0.53298
H -1.59940 -1.20658 1.83466
H -1.65217 -3.33234 0.45381
H -0.97748 -2.41713 -0.90562
H 0.28162 -2.80022 1.91945
H 0.78041 -3.64746 0.45865
H 5.02780 0.67037 -0.11195
H 6.41295 -1.26156 0.71411
H 5.33128 -3.38944 1.38941
H 2.84263 -3.62467 1.30139
O 0.77159 6.12921 -1.59932
N 0.55147 4.94882 -1.86983
C 0.41440 3.75054 -1.26320
C 0.08370 2.76582 -2.28054
N 0.18751 3.35634 -3.48777
O 0.35769 4.65359 -3.28807
C -0.40117 1.43224 -1.89640
N -0.53139 0.32162 -2.82051
O 0.00607 0.25299 -3.92658
O -1.15779 -0.68583 -2.35816
C -0.81634 1.09322 -0.47809
C -0.48013 2.25473 0.42046
N -0.65987 2.21157 1.79404
O -1.02530 1.40146 2.65641
O -0.33822 3.51114 2.25542
N 0.11502 4.26361 1.25810
C 0.08246 3.46370 0.11963
H -1.81997 0.70689 -0.58848
```

Results
Kohn-Sham gap in hartree: 0.261
Highest occupied orbital energy in eV: -7.665
Max |F| in eV/A: 4.00

natural (NBO) population analysis, charges in e, atoms 1 to 4: atom 1 (C): -0.603, atom 2 (C): -0.283, atom 3 (C): -0.600, atom 4 (C): 0.013

Please write out number 1 again, unchanged.
Molecular formula: C19H17N7O6S
Method: DFT, wB97M-V/def2-TZVPD

Geometry as XYZ:
```
50
C19H17N7O6S, DFT wB97M-V/def2-TZVPD
C -3.57541 0.31147 0.96920
C -2.91340 -0.79459 0.17400
C -3.87057 -2.00386 0.17303
C -1.55080 -1.16381 0.71851
C -0.98701 -2.49702 0.19404
C 0.35294 -2.74124 0.82742
N 1.19652 -1.60202 0.44366
C 2.61458 -1.61469 0.53787
C 3.18058 -0.40676 0.13135
C 4.57795 -0.27204 0.20293
C 5.33830 -1.37318 0.67011
C 4.72644 -2.57890 1.05802
C 3.32250 -2.68415 0.99280
S 1.93730 0.68366 -0.39126
C 0.75535 -0.40452 0.10778
N -0.48284 -0.05502 0.34900
H -3.55449 0.10901 2.03850
H -3.09518 1.26493 0.79967
H -4.61522 0.42296 0.66652
H -2.75244 -0.48872 -0.87746
H -3.96268 -2.44399 1.19447
H -4.89328 -1.69093 -0.14820
H -3.53650 -2.79924 -0.53298
H -1.59940 -1.20658 1.83466
H -1.65217 -3.33234 0.45381
H -0.97748 -2.41713 -0.90562
H 0.28162 -2.80022 1.91945
H 0.78041 -3.64746 0.45865
H 5.02780 0.67037 -0.11195
H 6.41295 -1.26156 0.71411
H 5.33128 -3.38944 1.38941
H 2.84263 -3.62467 1.30139
O 0.77159 6.12921 -1.59932
N 0.55147 4.94882 -1.86983
C 0.41440 3.75054 -1.26320
C 0.08370 2.76582 -2.28054
N 0.18751 3.35634 -3.48777
O 0.35769 4.65359 -3.28807
C -0.40117 1.43224 -1.89640
N -0.53139 0.32162 -2.82051
O 0.00607 0.25299 -3.92658
O -1.15779 -0.68583 -2.35816
C -0.81634 1.09322 -0.47809
C -0.48013 2.25473 0.42046
N -0.65987 2.21157 1.79404
O -1.02530 1.40146 2.65641
O -0.33822 3.51114 2.25542
N 0.11502 4.26361 1.25810
C 0.08246 3.46370 0.11963
H -1.81997 0.70689 -0.58848
```

Results
Kohn-Sham gap in hartree: 0.261
Highest occupied orbital energy in eV: -7.665
Max |F| in eV/A: 4.00

natural (NBO) population analysis, charges in e, atoms 1 to 4: atom 1 (C): -0.603, atom 2 (C): -0.283, atom 3 (C): -0.600, atom 4 (C): 0.013

Question: Among the records above, which one has the lowest Kohn-Sham gap?
Answer: C18H11CdCl2N2S

Question: highest occupied orbital energy of number 1 (C19H17N7O6S)?
Answer: -7.665 eV